C16H15N3O4S in the gas phase, computed with ωB97M-V with the def2-TZVPD basis set.

For the total energy, the calculation gives -40330.0924 eV. Its SMILES is COc1ccc(C(=O)CSc2n[nH]c(=O)n2Cc2ccco2)cc1. As for the total charge: 0. The value obtained for the lowest unoccupied orbital energy is 0.353 eV.

The geometry in XYZ format:
```
39
Properties=species:S:1:pos:R:3:forces:R:3
C 2.705501 -2.090836 -4.218782 0.2 0.0 0.0
O 1.302503 -1.989301 -4.146428 -0.3 0.0 0.0
C 0.752002 -0.937903 -3.497696 -0.2 0.2 0.1
C 1.468144 0.087929 -2.883902 0.3 -0.3 -0.2
C 0.801590 1.108166 -2.231524 -0.5 0.1 -0.1
C -0.589172 1.135030 -2.183445 0.2 -0.3 -0.5
C -1.362946 2.168668 -1.474379 -0.1 0.4 0.0
O -2.473177 2.506229 -1.808131 0.1 0.0 -0.1
C -0.709960 2.861970 -0.281080 -0.1 -0.2 0.3
S 0.321755 1.790699 0.766056 0.2 0.4 0.2
C -0.697483 0.392830 0.788727 -0.7 0.1 -0.1
N -1.921812 0.378623 0.368484 0.1 0.5 0.2
N -2.323530 -0.920118 0.492070 0.2 0.0 0.1
C -1.342042 -1.722980 0.995099 -0.1 -0.1 -0.1
O -1.354473 -2.907403 1.214536 0.0 -0.7 0.2
N -0.273698 -0.842257 1.186009 -0.4 0.0 -0.2
C 1.001370 -1.214553 1.752532 0.0 -0.1 0.4
C 1.226404 -0.549850 3.070193 0.7 0.5 -0.4
C 1.996964 0.520055 3.421916 -0.3 -0.6 -0.3
C 1.777953 0.724079 4.805679 -0.3 -0.3 0.3
C 0.888625 -0.231998 5.186147 0.4 0.7 0.4
O 0.549093 -1.005463 4.144755 -0.3 -0.4 -0.2
C -1.302366 0.121201 -2.832002 0.2 0.1 0.1
C -0.647147 -0.903923 -3.467690 0.2 -0.1 -0.1
H 3.142256 -1.240455 -4.751627 0.0 0.0 0.0
H 2.905006 -3.004784 -4.775524 0.0 0.1 0.0
H 3.154281 -2.168866 -3.223692 0.0 0.0 0.0
H 2.546359 0.103104 -2.910258 0.1 0.0 0.0
H 1.381272 1.898780 -1.780234 0.0 0.0 0.0
H -1.497102 3.299000 0.333681 0.0 0.0 -0.2
H -0.045821 3.654707 -0.630307 0.0 0.0 0.0
H -3.255275 -1.184666 0.223101 0.2 -0.1 0.1
H 1.801858 -0.933914 1.061566 0.0 -0.1 0.1
H 0.961477 -2.302405 1.870576 0.1 0.1 -0.1
H 2.634859 1.087810 2.776921 0.1 0.1 -0.2
H 2.221199 1.477240 5.423410 0.0 0.1 0.2
H 0.438506 -0.458758 6.132082 -0.1 -0.1 0.1
H -2.380474 0.156709 -2.803665 -0.1 0.0 0.0
H -1.187542 -1.698933 -3.956067 -0.1 -0.1 -0.1
```
Positions in Å, forces in eV/Å.

***

11 unconnected molecules or ions with the total composition C60H152N10O21 at a distorted geometry, computed with ωB97M-V with the def2-TZVPD basis set.

For the total energy, the calculation gives -122565.5818 eV. Its SMILES is COCCNCCOC.COCCNCCOC.COCCNCCOC.COCCNCCOC.COCCNCCOC.COCCNCCOC.COCCNCCOC.COCCNCCOC.COCCNCCOC.COCCNCCOC.O. As for the total charge: 0. The value obtained for the lowest unoccupied orbital energy is 0.564 eV.

The geometry in XYZ format:
```
243
Properties=species:S:1:pos:R:3:forces:R:3
C -1.069098 -4.153817 -3.860124 -0.7 -0.2 -0.6
O -1.990348 -3.319597 -4.571684 0.6 0.5 -0.4
C -1.463368 -2.017897 -4.870094 -0.7 1.1 0.5
C -2.621438 -1.025847 -5.224674 0.6 -1.4 0.4
N -3.387488 -1.421117 -6.405344 0.5 0.7 -0.7
C -2.565618 -1.422737 -7.646204 -0.4 -0.1 0.4
C -1.953898 -0.085147 -8.045504 0.5 -0.5 0.8
O -0.647288 -0.002517 -7.401334 -0.7 0.1 -0.9
C -0.074688 1.291523 -7.335454 -0.8 0.0 0.2
H -1.591168 -5.080317 -3.621114 -0.4 0.3 0.5
H -0.729768 -3.626917 -2.968304 0.3 -0.3 0.0
H -0.269958 -4.541487 -4.491924 0.5 0.7 -0.1
H -0.687988 -1.913157 -5.628984 0.0 -0.9 -0.4
H -0.967128 -1.603197 -3.992664 0.0 -0.1 0.5
H -2.180448 -0.032667 -5.309724 -0.1 0.0 -0.3
H -3.300048 -1.006387 -4.371914 -0.1 0.1 0.0
H -3.618938 -2.397617 -6.291434 -0.4 -0.1 0.3
H -3.193408 -1.766947 -8.468094 -0.2 0.0 0.1
H -1.799668 -2.186867 -7.513814 0.5 0.2 -0.4
H -2.618278 0.734533 -7.771964 0.0 0.2 0.6
H -1.930828 -0.022617 -9.133464 0.7 -0.1 -0.2
H 0.043852 1.789533 -8.297764 0.3 -0.3 -0.4
H 0.874722 1.199933 -6.807874 0.0 0.1 -0.1
H -0.750698 1.943313 -6.782034 0.0 0.2 0.4
C 3.194092 3.480993 -9.931774 1.0 0.3 0.7
O 3.642712 4.686643 -9.296004 0.2 -0.2 -0.2
C 2.696522 5.460033 -8.585814 -1.5 0.1 -0.5
C 2.348242 4.984353 -7.190744 2.1 -1.1 -0.1
N 3.550762 5.148223 -6.342804 -0.3 1.2 1.1
C 3.352402 4.978043 -4.887844 -0.3 1.3 -0.5
C 4.571242 5.325393 -3.971304 -1.0 -0.4 -2.1
O 5.501682 4.296913 -4.207424 0.7 -0.9 1.5
C 5.480272 3.267073 -3.208954 0.8 0.1 -0.9
H 4.075022 2.923563 -10.250114 0.4 0.4 -0.1
H 2.634362 3.671533 -10.847474 -0.6 0.0 0.3
H 2.776922 2.792303 -9.197084 -0.9 0.1 -0.2
H 1.735092 5.531583 -9.094374 -0.3 -0.5 -0.7
H 2.970362 6.515053 -8.592064 0.8 -0.2 0.3
H 2.176332 3.908353 -7.218404 -0.6 -0.4 -0.3
H 1.397352 5.433053 -6.903404 0.5 0.5 0.7
H 4.321552 4.603073 -6.701684 -0.1 -0.2 0.0
H 2.970062 3.980143 -4.673144 0.1 -0.4 0.4
H 2.542942 5.670383 -4.656464 -0.2 0.1 0.3
H 4.210702 5.467253 -2.952484 0.2 -0.5 0.3
H 5.092162 6.237393 -4.262854 -0.4 0.2 -0.2
H 6.299722 2.589763 -3.449474 -0.1 -0.1 -0.2
H 4.557692 2.687273 -3.236694 -0.2 0.1 0.3
H 5.747692 3.645023 -2.222174 -0.5 0.3 0.2
C -0.024178 -4.073817 9.526066 1.6 -0.6 -1.0
O 1.030892 -3.514557 8.632406 -1.5 0.0 1.2
C 2.278382 -4.231027 8.564156 -2.0 -0.6 -0.3
C 2.027162 -5.673817 7.992776 -0.1 1.8 -0.8
N 1.441732 -5.565627 6.638546 0.7 -0.2 -0.5
C 1.067322 -6.821537 6.028406 -0.1 0.3 -1.5
C 0.309782 -6.755637 4.644316 0.1 -0.2 1.4
O -0.939978 -6.109187 4.735766 -1.7 -0.4 -0.1
C -1.985088 -6.925057 5.374816 1.6 0.6 0.2
H -0.409318 -4.986667 9.071686 -0.1 -0.1 -0.1
H -0.893018 -3.436757 9.691496 0.6 0.6 -0.4
H 0.387952 -4.369447 10.490876 0.2 0.2 0.1
H 2.752872 -4.217117 9.545356 0.1 -0.4 0.1
H 2.853172 -3.608487 7.878476 0.2 -0.4 -0.1
H 1.367422 -6.268207 8.624876 0.1 0.0 0.5
H 3.007842 -6.147507 7.948226 0.0 -0.3 -0.2
H 0.741522 -4.864757 6.442116 0.0 0.2 0.8
H 0.422602 -7.391897 6.697076 0.1 -0.5 0.2
H 1.961132 -7.377247 5.744846 0.2 -0.4 0.5
H 0.164852 -7.795837 4.352626 0.0 -0.3 -0.1
H 0.860742 -6.302137 3.820376 0.2 0.4 0.3
H -2.966028 -6.454457 5.308566 0.4 0.3 -0.2
H -1.669978 -7.018047 6.414126 -0.5 -0.1 0.2
H -2.043898 -7.939347 4.980036 0.1 0.0 -0.4
C -4.955088 -4.874627 0.461286 0.9 0.4 -0.9
O -5.031348 -3.580107 -0.083294 -1.5 1.2 -0.6
C -3.959178 -3.109947 -0.923374 -1.1 0.1 0.6
C -4.376068 -1.861987 -1.724334 -0.4 -0.7 1.6
N -4.648378 -0.744757 -0.770634 0.4 0.3 -1.6
C -5.331778 0.378693 -1.509784 0.2 -1.4 0.9
C -5.402488 1.663623 -0.686324 -0.3 1.1 -0.7
O -5.316348 2.803453 -1.574744 -0.4 -0.3 0.8
C -5.902778 4.033233 -1.114064 0.1 -0.7 -1.3
H -3.974138 -4.896487 0.936006 0.0 -0.9 0.3
H -5.048148 -5.581587 -0.363124 0.4 -0.5 0.0
H -5.769808 -5.106037 1.147416 0.1 0.6 0.1
H -3.646728 -3.858877 -1.651094 0.3 -0.3 0.2
H -3.210588 -2.815777 -0.187734 0.8 -0.1 -0.5
H -5.266508 -2.056007 -2.322314 -0.2 -0.3 -0.1
H -3.568488 -1.747137 -2.447334 0.2 0.9 0.3
H -5.281418 -1.130807 -0.084834 -0.2 -0.1 0.1
H -6.354998 0.053663 -1.698194 -0.3 0.1 -0.2
H -4.882098 0.400933 -2.502454 0.4 0.8 0.2
H -4.676088 1.775423 0.118626 0.4 -0.4 -0.2
H -6.382688 1.653343 -0.209674 -0.2 0.2 0.2
H -5.378448 4.534353 -0.300394 0.2 -0.2 0.0
H -6.964958 3.955723 -0.881984 -0.1 -0.4 0.4
H -5.881858 4.619583 -2.032684 0.2 0.5 0.3
C -1.683608 -8.855267 1.826436 1.1 -0.4 -0.2
O -0.487588 -9.533637 1.378636 0.3 0.9 -0.4
C 0.342492 -8.645167 0.562436 0.2 -0.7 0.6
C 1.513622 -9.346707 -0.156824 -1.4 -1.1 0.5
N 2.382192 -10.013417 0.784856 1.1 1.1 1.0
C 3.214542 -11.028507 0.165966 -0.5 0.1 0.6
C 4.257682 -11.653617 1.097146 -0.2 0.2 -0.9
O 3.702442 -12.327507 2.180306 -0.3 -0.9 0.8
C 4.583412 -13.266727 2.819416 -0.6 0.2 -0.3
H -2.285258 -8.614027 0.950116 -0.4 -0.1 0.1
H -1.473168 -7.927177 2.357916 0.3 0.2 0.0
H -2.178208 -9.492837 2.559216 -0.1 -0.2 -0.4
H 0.848932 -7.937497 1.218796 -0.3 0.4 0.3
H -0.300528 -8.108657 -0.135264 0.0 0.0 -0.2
H 1.991022 -8.593477 -0.783584 0.3 0.0 0.1
H 1.177912 -10.174437 -0.781534 -0.8 0.3 -0.8
H 1.826302 -10.421737 1.522666 -0.1 -0.1 0.1
H 3.742832 -10.565487 -0.667474 0.1 -0.1 -0.1
H 2.519132 -11.772777 -0.222064 0.3 -0.7 -0.4
H 4.912482 -10.849527 1.432986 0.4 0.0 0.0
H 4.782162 -12.401277 0.502136 0.5 0.2 -0.3
H 5.289322 -12.767457 3.483136 -0.1 0.1 0.2
H 5.162102 -13.884687 2.132876 0.0 0.2 -0.5
H 3.966112 -13.988777 3.353926 -0.1 0.4 0.3
C 2.510452 3.321643 5.427696 0.8 -0.7 -0.7
O 1.368102 2.679253 4.856426 0.1 1.1 0.4
C 0.144412 3.209913 5.375566 -1.1 -1.6 -0.4
C -1.083598 2.569953 4.659536 0.4 -1.0 -0.1
N -1.197398 1.118953 4.939596 0.7 0.2 0.9
C -2.219668 0.286873 4.288526 -0.2 2.8 -0.3
C -1.852368 -1.149617 4.196506 -0.4 0.1 2.1
O -1.589818 -1.542557 5.569616 0.8 0.1 -0.3
C -0.642208 -2.590997 5.739646 -1.9 -0.5 -1.1
H 3.395492 2.838113 5.014186 -0.1 -0.4 -0.1
H 2.622832 3.215863 6.506716 -0.6 0.1 0.2
H 2.684092 4.351083 5.114346 -0.8 0.4 0.1
H 0.046172 4.294293 5.324916 0.4 0.1 -0.2
H 0.029682 2.874813 6.406406 0.2 0.2 0.4
H -1.061778 2.725313 3.580886 0.2 0.3 -0.3
H -1.955488 3.104973 5.035926 -0.2 -0.1 0.1
H -0.292468 0.685333 4.824796 0.2 0.1 0.1
H -2.388428 0.749533 3.316126 -0.2 -0.6 -0.7
H -3.164328 0.450793 4.807036 -0.1 -0.4 0.4
H -0.989588 -1.238127 3.536296 0.0 -0.6 -0.1
H -2.765078 -1.701097 3.970826 0.3 -0.3 -1.1
H -0.967048 -3.426897 5.120086 0.1 -0.3 -0.5
H -0.826728 -3.012237 6.727886 1.0 0.6 0.3
H 0.345152 -2.310457 5.372886 0.3 0.1 0.8
C -1.074338 -4.991087 1.597756 0.3 1.4 0.3
O -0.554538 -4.289367 0.470266 0.1 0.5 0.0
C -0.493998 -2.864217 0.722276 -0.4 -0.8 0.3
C -0.174068 -2.183227 -0.578444 -0.7 1.6 -0.2
N -0.154078 -0.693937 -0.425754 0.6 -0.6 -0.3
C -0.111458 0.057033 -1.688844 0.1 -0.6 -0.1
C 0.455902 1.456203 -1.517324 -1.5 0.8 -0.3
O 1.835682 1.496823 -1.398904 0.0 -1.8 0.7
C 2.345552 2.556933 -0.667604 0.5 1.0 -1.1
H -2.046948 -4.577627 1.864576 -0.3 -0.1 0.0
H -0.428718 -4.723977 2.434376 0.1 -0.6 0.4
H -1.172758 -6.068587 1.465836 0.4 0.3 -0.4
H 0.175332 -2.548687 1.522616 1.0 -0.5 0.1
H -1.427398 -2.534807 1.178726 -0.6 0.1 -0.5
H -1.007178 -2.362687 -1.258024 -0.1 -0.2 -0.2
H 0.722382 -2.585347 -1.050434 0.1 -0.1 0.2
H 0.585312 -0.353707 0.172276 0.4 -0.3 0.2
H -1.133458 0.093223 -2.066074 -0.2 0.4 -0.1
H 0.417322 -0.526927 -2.442154 0.5 0.2 -0.3
H -0.092758 1.949513 -0.714994 0.3 -0.3 1.0
H 0.175172 2.172803 -2.289194 -0.2 -0.4 -1.0
H 1.923972 2.772553 0.314166 -0.2 -0.6 0.1
H 2.145032 3.403163 -1.324724 0.3 0.9 0.3
H 3.423362 2.396203 -0.643504 0.0 0.2 0.4
C 2.226512 5.620463 1.855346 0.4 1.6 -0.8
O 0.960132 6.035183 2.281206 -0.7 -0.6 0.1
C 0.013872 5.007973 2.230746 -2.5 -1.0 1.2
C -1.314538 5.543913 2.927256 1.8 0.5 0.1
N -1.876908 6.657003 2.188976 -0.7 -0.9 -1.0
C -3.088898 7.245673 2.776376 1.9 0.1 0.8
C -2.619738 8.192823 3.847266 -0.8 1.4 0.2
O -1.926208 9.229133 3.136596 0.7 0.7 1.6
C -1.400978 10.305213 3.976526 -0.9 -0.9 -0.2
H 2.854702 5.118333 2.591106 -0.4 -0.4 0.2
H 2.680222 6.588093 1.641006 0.6 -0.1 -0.1
H 2.164252 5.105723 0.896566 0.1 -0.4 0.1
H 0.335012 4.098833 2.739126 0.4 0.2 0.8
H -0.234218 4.552783 1.271916 0.2 0.9 -0.9
H -0.900968 5.940793 3.854376 0.0 -0.1 0.7
H -2.076208 4.830603 3.242126 0.2 -0.4 -0.7
H -1.156418 7.364803 2.184646 -0.1 0.2 -0.2
H -3.713898 6.520363 3.297336 -0.2 -0.3 -0.7
H -3.586798 7.872893 2.036926 -0.4 -0.4 0.0
H -2.056498 7.771143 4.679756 0.6 -0.3 -0.3
H -3.508038 8.587123 4.340786 -0.3 0.6 0.1
H -2.136268 10.618043 4.717866 -0.5 0.2 -0.2
H -1.163978 11.138213 3.314666 0.1 -0.1 0.1
H -0.555088 10.034083 4.608226 0.4 -0.4 -0.5
C 2.484812 -1.823787 -6.473244 0.1 0.0 -0.4
O 2.599702 -2.223637 -5.139374 -0.6 -0.6 0.7
C 3.132712 -1.307437 -4.181794 0.4 -1.0 -0.8
C 2.945602 -1.891597 -2.789254 -0.7 1.2 0.0
N 3.337062 -0.880617 -1.787844 1.1 -2.3 1.1
C 3.400862 -1.543077 -0.445544 0.1 0.9 0.6
C 3.794732 -0.584347 0.701686 -1.8 -0.4 -1.1
O 2.558382 0.028723 1.146736 0.2 0.0 -0.3
C 2.519292 0.196133 2.548806 0.6 0.0 -0.4
H 1.998652 -2.594237 -7.071714 -0.1 -0.4 0.4
H 3.461782 -1.712267 -6.943574 0.2 0.5 0.0
H 1.852432 -0.946547 -6.609784 0.2 0.4 0.1
H 2.669772 -0.329727 -4.315424 0.0 0.2 0.2
H 4.211112 -1.267577 -4.335274 0.2 0.6 -0.2
H 3.522702 -2.811187 -2.692224 0.1 0.1 0.1
H 1.892522 -2.136777 -2.651414 -0.2 -0.4 -0.2
H 2.699192 -0.097917 -1.763244 -0.2 0.0 0.1
H 4.054952 -2.409557 -0.348194 0.6 0.2 -1.0
H 2.471382 -1.992457 -0.095914 -0.6 0.1 -0.3
H 4.460812 0.166123 0.275986 0.3 0.1 0.5
H 4.209642 -1.172647 1.520136 0.3 0.2 0.0
H 2.474642 -0.781957 3.027816 -0.2 -0.1 0.3
H 1.673452 0.824473 2.827796 0.1 0.0 0.0
H 3.469782 0.659333 2.813596 -0.1 0.3 0.6
C -3.025258 6.320223 -1.484124 -0.4 0.7 0.1
O -2.139188 6.018793 -2.524124 0.9 -0.2 0.1
C -0.896948 5.495013 -2.039704 0.6 0.5 0.1
C -0.045538 6.450343 -1.158164 -0.2 0.4 0.1
N 0.289372 7.732603 -1.823474 0.1 -0.4 0.8
C 0.968312 8.735783 -0.919354 -3.0 -0.5 0.8
C -0.071338 9.291203 0.177306 0.7 -0.5 -1.5
O -1.177278 9.849013 -0.533594 0.7 -0.5 0.0
C -2.287738 10.103263 0.273176 -0.8 1.1 -0.5
H -3.232158 5.492483 -0.805794 0.2 -0.3 0.0
H -3.968418 6.643253 -1.924814 0.0 -0.1 -0.1
H -2.652158 7.157463 -0.894284 0.0 0.1 0.3
H -0.304468 5.207903 -2.908404 -0.2 -0.1 -0.1
H -1.119678 4.622293 -1.425824 0.1 -0.3 0.1
H 0.888972 6.013023 -0.806684 0.0 -0.6 -0.3
H -0.630508 6.586323 -0.248534 -0.1 0.3 0.3
H -0.652128 8.052103 -2.001234 0.0 1.0 -0.5
H 1.276472 9.592653 -1.518454 0.3 -0.2 0.0
H 1.767462 8.253733 -0.356254 0.3 0.1 -0.3
H 0.421732 10.051843 0.782616 0.0 0.2 0.2
H -0.425468 8.493783 0.830606 0.1 -0.1 0.0
H -2.923218 10.783443 -0.293934 0.1 0.3 -0.1
H -2.010678 10.615003 1.194846 -0.1 -0.3 0.1
H -2.972108 9.271043 0.437906 0.5 -0.6 0.4
O -2.326638 0.343873 0.623856 -0.7 1.0 1.0
H -3.113698 -0.140367 0.374296 -0.7 -0.1 -0.4
H -1.629188 -0.042307 0.094086 0.9 -0.5 -0.1
```
Positions in Å, forces in eV/Å.

***

What is the formula in the first record?
C16H15N3O4S

***

Look up the total charge of the second one.
0

***

What is the total charge in the second record?
0